A molecular structure, C25H27F3N5ORuS2. Source: OMol25; level of theory: wB97M-V/def2-TZVPD.

Each line ends with the natural charge from an NBO analysis.
CARTESIAN COORDINATES (ANGSTROEM)
Ru -0.385 -0.244 -0.878  0.70
N 2.314 2.223 -3.396  -0.76
C 1.375 1.442 -2.852  0.27
S 1.752 0.571 -1.408  0.05
N 0.206 1.373 -3.446  -0.42
N -0.634 0.510 -2.824  -0.16
C -1.722 0.231 -3.452  0.06
C -2.504 -0.840 -2.885  0.15
C -3.642 -1.388 -3.457  -0.20
C -4.184 -2.527 -2.893  -0.12
C -3.560 -3.099 -1.792  -0.23
C -2.455 -2.477 -1.249  0.08
N -1.949 -1.352 -1.771  -0.38
H 3.223 2.303 -2.977  0.42
H 2.131 2.675 -4.276  0.42
H -1.928 0.683 -4.413  0.24
H -4.064 -0.934 -4.342  0.25
H -5.072 -2.977 -3.315  0.25
H -3.934 -4.004 -1.336  0.25
H -1.957 -2.871 -0.375  0.24
F -3.760 3.243 3.181  -0.31
C -3.299 2.118 2.626  0.98
F -2.616 1.445 3.562  -0.31
F -4.357 1.364 2.282  -0.31
C -2.437 2.411 1.427  -0.20
C -2.148 3.696 1.029  -0.08
C -1.340 3.919 -0.088  -0.27
C -0.818 2.842 -0.759  0.09
N -1.114 1.593 -0.371  -0.38
C -1.912 1.352 0.678  0.10
S -2.074 -0.345 0.841  0.14
H -2.550 4.531 1.587  0.25
H -1.106 4.919 -0.420  0.25
H -0.169 2.954 -1.615  0.23
C 1.046 1.041 3.582  -0.60
C 2.124 1.394 2.552  -0.24
C 1.629 2.483 1.605  -0.60
C 2.667 0.147 1.881  -0.03
C 3.990 -0.207 2.118  -0.19
C 4.523 -1.399 1.656  -0.21
C 3.704 -2.289 0.987  -0.19
C 2.374 -1.985 0.718  -0.07
C 1.505 -3.064 0.105  -0.25
C 1.101 -2.794 -1.337  -0.48
C 0.325 -3.442 1.000  -0.61
C 1.872 -0.732 1.117  0.27
O 0.589 -0.365 0.868  -0.67
H 0.735 1.937 4.124  0.21
H 1.420 0.320 4.310  0.22
H 0.168 0.612 3.097  0.21
H 2.970 1.815 3.102  0.21
H 0.697 2.177 1.135  0.19
H 2.354 2.705 0.820  0.21
H 1.441 3.401 2.166  0.21
H 4.613 0.467 2.693  0.22
H 5.558 -1.646 1.848  0.22
H 4.094 -3.253 0.681  0.21
H 2.146 -3.949 0.042  0.23
H 0.411 -1.933 -1.460  0.11
H 0.580 -3.639 -1.789  0.23
H 1.953 -2.515 -1.956  0.24
H -0.345 -2.597 1.162  0.21
H 0.682 -3.755 1.981  0.24
H -0.235 -4.276 0.570  0.20

Calculated values
Kohn-Sham gap (alpha / beta) = 5.9992 / 5.9998 eV
Net charge = +1
ΔE to the lowest compared entry with this formula, charge and spin = 54.78 kJ/mol

A molecular structure, C25H27F6N3O5Yb in a non-equilibrium geometry. Source: OMol25; level of theory: wB97M-V/def2-TZVPD.

Each line ends with the natural charge from an NBO analysis.
CARTESIAN COORDINATES (ANGSTROEM)
Yb 1.188 0.154 0.187  1.91
C -0.864 -2.470 3.959  -0.66
C 0.320 -1.696 3.450  0.12
C 0.492 -0.358 3.770  -0.26
C 1.608 0.359 3.331  0.06
C 1.840 1.770 3.787  -0.65
C 2.551 -0.298 2.537  -0.36
C 2.404 -1.662 2.205  -0.03
C 3.554 -2.404 1.571  -0.64
C 1.278 -2.332 2.657  -0.24
H -1.658 -1.805 4.298  0.22
H -0.574 -3.098 4.803  0.24
H -1.257 -3.126 3.181  0.22
H -0.237 0.140 4.400  0.23
H 2.006 1.781 4.865  0.24
H 0.970 2.396 3.582  0.24
H 2.710 2.207 3.300  0.23
H 3.501 0.190 2.350  0.26
H 3.265 -3.411 1.270  0.22
H 4.355 -2.498 2.306  0.25
H 3.970 -1.877 0.712  0.23
H 1.163 -3.389 2.442  0.22
O 1.835 -1.744 -1.161  -0.75
C 1.938 -1.809 -2.609  -0.07
C 0.604 -2.111 -3.279  -0.42
C -0.577 -1.347 -2.668  -0.46
C -0.518 0.160 -2.724  0.25
C -0.729 0.833 -3.919  -0.24
C -0.810 2.215 -3.927  -0.13
C -0.709 2.898 -2.724  -0.18
C -0.477 2.169 -1.578  0.03
N -0.350 0.830 -1.567  -0.58
H 1.606 -2.627 -0.849  0.51
H 2.674 -2.568 -2.874  0.20
H 2.322 -0.842 -2.923  0.21
H 0.383 -3.178 -3.193  0.22
H 0.702 -1.887 -4.343  0.23
H -0.686 -1.652 -1.630  0.23
H -1.481 -1.651 -3.201  0.25
H -0.857 0.272 -4.836  0.24
H -0.976 2.750 -4.852  0.24
H -0.803 3.973 -2.671  0.24
H -0.405 2.668 -0.618  0.23
F -3.850 -0.104 -3.084  -0.30
C -3.946 0.436 -1.864  0.23
C -3.305 -0.123 -0.836  -0.02
N -3.345 0.410 0.432  -0.42
C -2.561 -0.192 1.498  -0.33
C -1.094 -0.125 1.118  0.83
O -0.468 0.963 1.239  -0.74
O -0.513 -1.128 0.608  -0.75
C -4.117 1.536 0.726  0.79
O -4.165 2.024 1.830  -0.60
N -4.794 2.045 -0.360  -0.63
C -4.747 1.647 -1.703  0.60
O -5.322 2.251 -2.569  -0.53
H -2.721 -1.023 -0.964  0.23
H -2.860 -1.227 1.662  0.23
H -2.730 0.410 2.388  0.29
H -5.356 2.863 -0.169  0.44
F 2.042 2.062 0.603  -0.42
C 3.384 1.906 -0.013  0.25
F 3.404 0.434 -0.061  -0.41
C 3.070 2.224 -1.460  0.87
F 4.117 2.220 -2.249  -0.28
F 2.200 1.206 -1.988  -0.37
F 2.404 3.357 -1.602  -0.29

Calculated values
2S+1 = 2
Kohn-Sham gap (alpha / beta) = 9.0607 / 8.3725 eV
Net charge = +1
ΔE to the lowest compared entry with this formula, charge and spin = 84.69 kJ/mol

2 unconnected molecules or ions with the total composition C25H27FO5 in a non-equilibrium geometry. Source: OMol25; level of theory: wB97M-V/def2-TZVPD.

Each line ends with the natural charge from an NBO analysis.
CARTESIAN COORDINATES (ANGSTROEM)
O 4.630 -0.433 3.254  -0.50
C 4.326 -0.425 2.081  0.54
C 3.715 -1.604 1.354  -0.27
C 4.135 -1.801 0.103  -0.02
C 3.548 -2.918 -0.734  -0.45
C 2.115 -2.447 -1.198  -0.37
C 0.976 -3.098 -0.362  -0.42
C -0.098 -2.122 0.088  -0.03
C -1.414 -2.379 -0.246  -0.21
C -2.416 -1.530 0.157  -0.20
C -2.159 -0.409 0.909  -0.23
C -0.846 -0.166 1.262  -0.21
C 0.161 -0.997 0.847  -0.18
C 5.206 -0.873 -0.441  0.47
O 6.112 -1.252 -1.151  -0.47
C 5.009 0.576 -0.026  0.36
F 5.303 1.522 -0.904  -0.28
C 4.554 0.789 1.200  -0.18
C 4.259 2.184 1.736  -0.10
O 2.842 2.375 1.599  -0.54
C 2.506 3.288 0.577  0.22
O 2.670 2.789 -0.714  -0.53
C 1.834 1.682 -0.992  -0.10
C 0.350 2.016 -1.095  -0.10
O 0.124 3.127 -1.950  -0.72
H 2.977 -2.242 1.832  0.23
H 3.424 -3.844 -0.171  0.22
H 4.158 -3.089 -1.625  0.24
H 2.065 -1.367 -1.017  0.20
H 1.980 -2.579 -2.275  0.22
H 0.502 -3.877 -0.965  0.22
H 1.435 -3.511 0.544  0.21
H -1.654 -3.272 -0.816  0.21
H -3.436 -1.775 -0.131  0.21
H -2.952 0.255 1.233  0.22
H -0.637 0.706 1.876  0.21
H 1.175 -0.750 1.155  0.20
H 4.834 2.937 1.193  0.20
H 4.478 2.181 2.808  0.22
H 1.465 3.590 0.754  0.16
H 3.127 4.186 0.682  0.16
H 1.987 0.832 -0.314  0.18
H 2.135 1.327 -1.987  0.20
H -0.104 2.144 -0.101  0.16
H -0.145 1.136 -1.539  0.18
H -0.812 3.115 -2.171  0.47
C -7.305 1.740 0.156  -0.21
C -7.387 1.508 -1.210  -0.21
C -7.039 0.267 -1.726  -0.21
C -6.606 -0.741 -0.875  -0.22
C -6.517 -0.506 0.490  -0.21
C -6.867 0.734 1.006  -0.22
H -7.582 2.707 0.558  0.21
H -7.722 2.295 -1.874  0.21
H -7.106 0.084 -2.791  0.21
H -6.338 -1.711 -1.277  0.21
H -6.174 -1.291 1.154  0.21
H -6.799 0.917 2.071  0.21

Calculated values
Kohn-Sham gap = 8.5883 eV
SMILES = O=C1C=C(CCCc2ccccc2)C(=O)C(F)=C1COCOCCO.c1ccccc1

C25H27N3O3 in the gas phase. Source: OMol25; level of theory: wB97M-V/def2-TZVPD.

Each line ends with the natural charge from an NBO analysis.
CARTESIAN COORDINATES (ANGSTROEM)
C -0.772 -4.475 1.363  -0.60
C -0.706 -4.038 -0.095  -0.39
C -0.990 -2.546 -0.252  -0.40
C -0.898 -2.098 -1.709  -0.39
C -1.126 -0.596 -1.864  -0.46
C 0.009 0.235 -1.345  0.56
N 1.089 -0.374 -0.976  -0.58
C 2.145 0.340 -0.511  0.47
C 2.118 1.726 -0.437  -0.37
C 3.263 2.483 0.064  0.52
O 3.303 3.694 0.174  -0.55
C 4.410 1.631 0.441  -0.12
C 5.566 2.254 0.912  -0.15
C 6.669 1.519 1.282  -0.24
C 6.623 0.134 1.184  -0.17
C 5.492 -0.505 0.722  -0.26
C 4.364 0.232 0.341  0.17
N 3.223 -0.393 -0.126  -0.36
C 3.170 -1.836 -0.211  -0.43
C 0.930 2.428 -0.860  0.67
O 0.752 3.623 -0.873  -0.57
N -0.131 1.574 -1.307  -0.43
C -1.364 2.237 -1.693  -0.25
C -2.486 1.986 -0.721  -0.07
C -2.252 2.023 0.651  -0.19
C -3.276 1.802 1.545  -0.24
C -4.572 1.549 1.091  0.29
O -5.509 1.344 2.055  -0.49
C -6.842 1.120 1.664  -0.25
C -4.815 1.522 -0.278  -0.26
C -3.775 1.736 -1.167  -0.20
H -0.044 -3.928 1.958  0.20
H -1.761 -4.282 1.774  0.20
H -0.563 -5.538 1.455  0.21
H 0.286 -4.261 -0.495  0.19
H -1.432 -4.609 -0.679  0.19
H -0.273 -1.978 0.341  0.21
H -1.989 -2.326 0.132  0.20
H 0.084 -2.354 -2.109  0.21
H -1.652 -2.628 -2.295  0.21
H -2.043 -0.310 -1.345  0.24
H -1.258 -0.354 -2.924  0.23
H 5.555 3.332 0.971  0.24
H 7.559 2.009 1.645  0.22
H 7.482 -0.456 1.472  0.21
H 5.493 -1.580 0.658  0.22
H 3.934 -2.207 -0.897  0.20
H 2.187 -2.108 -0.586  0.26
H 3.318 -2.280 0.774  0.20
H -1.650 1.934 -2.704  0.21
H -1.121 3.308 -1.701  0.28
H -1.258 2.234 1.018  0.22
H -3.102 1.828 2.608  0.23
H -7.243 1.968 1.100  0.18
H -7.405 1.005 2.589  0.20
H -6.938 0.207 1.067  0.17
H -5.804 1.335 -0.666  0.21
H -3.979 1.710 -2.228  0.21

Calculated values
Kohn-Sham gap = 8.6949 eV
SMILES = CCCCCc1nc2c(c(=O)c3ccccc3n2C)c(=O)n1Cc1ccc(OC)cc1
ΔE to the lowest compared entry with this formula, charge and spin = 32.38 kJ/mol